This record from the OMol25 dataset describes a cluster of 12 separate species, C4H22BO19 in total at a distorted geometry. The level of theory is ωB97M-V/def2-TZVPD.

Last column: natural (NBO) charge in e.
Element x y z (Å)
O -8.1380 20.5615 5.1327  -0.542
C -9.0557 20.3690 4.4167  0.685
O -9.2838 19.2430 3.7358  -0.660
B -10.4768 19.3959 2.9880  1.162
O -11.0031 20.7653 3.2048  -0.638
C -10.1738 21.4011 3.9988  0.680
O -10.2715 22.5575 4.3518  -0.571
O -11.5036 18.3783 3.4455  -0.646
C -11.7699 17.4874 2.5353  0.685
O -12.4552 16.4435 2.5474  -0.591
C -10.9923 17.9250 1.2896  0.668
O -10.3375 18.9710 1.5654  -0.637
O -10.9636 17.3757 0.1865  -0.596
O -10.9582 26.5325 10.8075  -0.935
H -11.0040 26.4693 9.8535  0.469
H -10.5181 27.3664 10.9720  0.466
O -13.7552 27.4124 3.3715  -0.937
H -14.1381 27.8270 4.1447  0.463
H -13.2150 26.7041 3.7217  0.473
O -13.5143 8.9672 0.5419  -0.939
H -13.5519 8.3746 -0.2089  0.467
H -13.4001 9.8359 0.1565  0.472
O -9.0489 11.4972 2.1283  -0.940
H -9.8318 11.7944 2.5919  0.472
H -8.3234 11.7345 2.7059  0.468
O -7.4553 29.4103 6.6718  -0.938
H -6.9070 28.6262 6.6451  0.470
H -8.2512 29.1628 6.2013  0.469
O -1.3829 21.6377 6.1414  -0.939
H -2.2114 21.5361 6.6100  0.470
H -1.6362 21.9356 5.2678  0.468
O -15.5661 9.1830 5.6039  -0.937
H -14.9950 9.5272 4.9172  0.472
H -15.1976 8.3251 5.8149  0.465
O -7.7778 18.4245 -4.6061  -0.938
H -8.1307 19.2252 -4.2181  0.470
H -8.5492 17.8929 -4.8028  0.469
O -14.9644 16.2463 -6.8108  -0.937
H -15.0733 16.1581 -5.8640  0.473
H -15.8321 16.0617 -7.1704  0.464
O -8.9184 10.5745 -2.7820  -0.942
H -9.1009 11.3746 -3.2749  0.468
H -9.0185 10.8295 -1.8649  0.474
O -15.8572 13.5368 -2.3434  -0.941
H -15.4087 13.9729 -1.6188  0.475
H -16.6214 13.1254 -1.9397  0.465

Properties
* LUMO energy: 1.72 eV
* molecular weight: 385.01 g mol⁻¹
* DFT total energy: -44091.27073 eV
* gap between HOMO and LUMO: 8.81 eV
* HOMO level: -0.26051 Ha
* total charge: -1

This record from the OMol25 dataset describes an isolated molecule of C15H14N4O at a distorted geometry. The level of theory is ωB97M-V/def2-TZVPD.

Last column: natural (NBO) charge in e.
Element x y z (Å)
C 3.3411 -1.5779 -4.1233  -0.621
C 3.0095 -0.2543 -3.2473  -0.058
O 1.7691 -0.7404 -2.5189  -0.512
C 1.4682 -0.0239 -1.3986  0.405
N 2.3225 0.9405 -0.8800  -0.492
C 1.7549 1.4367 0.2100  0.189
N 0.4583 0.8607 0.4190  -0.354
C 0.4107 -0.1550 -0.5648  0.034
C -0.6362 -1.1885 -0.7797  -0.234
N -1.1203 -1.7025 0.5137  -0.180
N -1.3889 -3.0816 0.5675  -0.240
C -2.2934 -3.0833 1.4688  -0.025
C -2.6572 -1.8436 2.0957  -0.325
C -1.7443 -0.9422 1.4866  0.117
C -1.5755 0.4380 1.8000  -0.011
C -2.4908 1.1336 2.6807  -0.175
C -2.3083 2.5375 2.9797  -0.206
C -1.4416 3.2902 2.3900  -0.210
C -0.5242 2.5933 1.5476  -0.197
C -0.5197 1.2523 1.3249  0.126
H 2.4289 -2.0038 -4.4622  0.217
H 3.9456 -2.2309 -3.5124  0.208
H 3.9567 -1.3889 -5.0285  0.203
H 2.8746 0.5456 -3.9390  0.181
H 3.8738 -0.0326 -2.6464  0.202
H 2.1771 2.2714 0.7927  0.211
H -0.1427 -1.9753 -1.3259  0.253
H -1.3819 -0.8348 -1.4067  0.205
H -2.8125 -3.8568 1.9699  0.199
H -3.3923 -1.7036 2.8530  0.224
H -3.2442 0.5974 3.2132  0.218
H -2.9913 3.1090 3.7167  0.214
H -1.3667 4.3080 2.6137  0.219
H 0.2409 3.3059 1.1904  0.217

Properties
* LUMO energy: 0.09 eV
* molecular weight: 266.30 g mol⁻¹
* structure (SMILES): CCOc1ncn2c1Cn1nccc1-c1ccccc1-2
* DFT total energy: -23786.94169 eV
* gap between HOMO and LUMO: 8.14 eV
* HOMO level: -0.29572 Ha

This record from the OMol25 dataset describes a cluster of 12 separate species, C33H44O37S in total at a distorted geometry. The level of theory is ωB97M-V/def2-TZVPD.

Last column: Löwdin charge in e.
Element x y z (Å)
S -0.0371 -0.0537 0.1191  0.249
O 0.4794 0.5787 1.3690  -0.395
O 0.3442 -1.4935 0.1516  -0.404
O -1.5143 0.0729 0.0525  -0.393
O 0.5569 0.6197 -1.0621  -0.368
C -2.1285 -1.8415 2.5083  -0.108
C -2.4954 -1.0553 3.7748  -0.118
O -2.1579 -1.9480 4.8243  0.074
C -2.0879 -3.2078 4.3457  -0.573
O -1.9838 -4.2030 4.9815  0.166
O -2.1840 -3.1851 2.9889  0.046
H -1.1011 -1.5801 2.2524  0.095
H -2.7723 -1.6060 1.6692  0.113
H -3.5396 -0.7243 3.7847  0.122
H -1.9208 -0.1410 3.9232  0.114
C -3.5349 1.4241 1.8392  -0.126
C -4.0758 2.1990 0.6480  -0.080
O -4.4126 3.4780 1.2350  0.062
C -4.5622 3.3225 2.5629  -0.581
O -5.0132 4.1421 3.2999  0.148
O -4.1028 2.1120 2.9590  0.060
H -2.4491 1.4476 1.8913  0.107
H -3.8664 0.3909 1.7825  0.114
H -4.9991 1.7678 0.2569  0.135
H -3.3579 2.4012 -0.1376  0.100
C 1.4527 -2.2662 -2.7662  -0.100
C 0.6995 -1.3111 -3.6817  -0.104
O 1.7253 -0.8244 -4.5482  0.055
C 2.7675 -1.6893 -4.5313  -0.581
O 3.7063 -1.6158 -5.2600  0.148
O 2.5905 -2.6215 -3.5774  0.059
H 0.9100 -3.1950 -2.5826  0.126
H 1.7233 -1.8734 -1.7907  0.074
H 0.2101 -0.4995 -3.1507  0.097
H -0.0494 -1.8681 -4.2499  0.127
C -0.6823 3.3942 0.6570  -0.119
C 0.6982 3.7141 0.1015  -0.101
O 0.4966 4.9747 -0.5568  0.060
C -0.7924 4.9906 -0.9705  -0.580
O -1.2379 5.6706 -1.8402  0.157
O -1.5323 4.1248 -0.2399  0.032
H -0.8211 3.7120 1.6909  0.122
H -0.8000 2.3173 0.5841  0.070
H 1.0381 2.9217 -0.5711  0.107
H 1.4847 3.8293 0.8468  0.129
C -3.2398 2.6525 -3.1578  -0.106
C -2.1146 1.8052 -2.5285  -0.100
O -1.3827 1.4162 -3.6977  0.060
C -1.5822 2.3326 -4.6600  -0.569
O -0.8644 2.4900 -5.5968  0.148
O -2.6642 3.0938 -4.3831  0.071
H -3.4647 3.5227 -2.5398  0.125
H -4.1663 2.0909 -3.2898  0.126
H -2.5367 0.9275 -2.0566  0.102
H -1.4896 2.4025 -1.8760  0.109
C 3.8510 -0.8587 -0.6672  -0.074
C 3.5452 0.5580 -0.1268  -0.107
O 4.8206 1.0138 0.3085  0.065
C 5.7006 -0.0152 0.3707  -0.587
O 6.7967 0.0958 0.8241  0.141
O 5.1706 -1.1351 -0.1373  0.062
H 3.9559 -0.8818 -1.7494  0.130
H 3.1655 -1.5907 -0.2536  0.111
H 2.8174 0.4229 0.6736  0.097
H 3.1162 1.1227 -0.9478  0.104
C -2.8073 -3.3873 -1.7636  -0.101
C -2.5400 -1.8973 -2.0844  -0.101
O -2.5179 -1.9027 -3.5159  0.048
C -3.0306 -3.0513 -3.9943  -0.570
O -3.1851 -3.3189 -5.1411  0.155
O -3.3431 -3.8980 -2.9745  0.061
H -3.5100 -3.4779 -0.9385  0.132
H -1.8754 -3.8996 -1.5283  0.108
H -1.6014 -1.6263 -1.6105  0.096
H -3.4040 -1.3155 -1.7658  0.126
C 0.2348 -4.4507 0.2155  -0.116
C 0.3699 -5.3586 1.4446  -0.092
O -0.3110 -6.5476 1.0145  0.067
C -0.3505 -6.5850 -0.3325  -0.581
O -0.6508 -7.5323 -0.9851  0.150
O 0.0017 -5.3881 -0.8507  0.039
H 1.0878 -3.8175 0.0009  0.108
H -0.6497 -3.8246 0.3153  0.106
H -0.2408 -4.9554 2.2517  0.119
H 1.3811 -5.5381 1.8028  0.128
C 1.5405 3.7937 -3.9735  -0.084
C 2.1671 2.4017 -3.9294  -0.089
O 3.4455 2.6061 -4.5358  0.076
C 3.6767 3.9132 -4.7392  -0.584
O 4.6621 4.3659 -5.2301  0.141
O 2.6452 4.6568 -4.2869  0.064
H 1.1591 4.1251 -3.0073  0.117
H 0.7689 3.8909 -4.7305  0.113
H 1.5800 1.6940 -4.5077  0.115
H 2.2927 2.0204 -2.9164  0.111
C 0.4189 1.6834 4.4952  -0.098
C 1.1735 2.6676 3.5983  -0.110
O 2.2075 3.1629 4.4573  0.062
C 2.2670 2.4263 5.5888  -0.585
O 3.0532 2.6256 6.4578  0.150
O 1.3168 1.4810 5.5960  0.065
H 0.2446 0.7324 3.9949  0.103
H -0.5303 2.0449 4.8958  0.132
H 0.5845 3.5287 3.2919  0.114
H 1.5479 2.1358 2.7239  0.100
C 1.8310 -2.3643 2.7894  -0.092
C 2.7540 -1.3781 3.4890  -0.097
O 2.3132 -1.4008 4.8474  0.061
C 1.4950 -2.4566 5.0506  -0.579
O 1.0534 -2.7712 6.1053  0.166
O 1.2627 -3.1028 3.8927  0.048
H 2.3255 -3.1131 2.1725  0.125
H 1.0457 -1.8844 2.2082  0.081
H 2.7163 -0.3525 3.1179  0.119
H 3.8187 -1.6275 3.4320  0.132

Properties
* LUMO energy: 3.22 eV
* molecular weight: 1064.74 g mol⁻¹
* DFT total energy: -121534.65834 eV
* gap between HOMO and LUMO: 8.54 eV
* HOMO level: -0.19558 Ha
* total charge: -2

This record from the OMol25 dataset describes a cluster of 2 separate species, C3H8O2S2 in total at a distorted geometry. The level of theory is ωB97M-V/def2-TZVPD.

Last column: Löwdin spin population.
Element x y z (Å)
C 1.4412 0.5399 0.5976  0.005
C 0.5335 -0.2809 1.5476  0.003
O 0.9376 -1.2026 2.1781  0.000
C 1.0123 0.5146 -0.8555  0.060
S 0.4148 -1.1121 -1.4260  0.537
S -0.4996 -0.7750 -3.1766  0.347
H 2.3734 -0.0278 0.6833  0.000
H 1.6666 1.5143 1.0232  0.001
H -0.3774 0.2756 1.7572  0.000
H 1.8892 0.7117 -1.4649  0.013
H 0.1778 1.1595 -1.1300  0.010
H 0.3971 -0.0294 -3.8373  0.024
H -3.3514 -1.1656 1.1496  0.000
H -3.5192 0.1151 1.8726  0.000
O -3.0958 -0.2374 1.0811  0.000

Properties
* LUMO energy (alpha / beta): -4.73 / -8.48 eV
* molecular weight: 140.23 g mol⁻¹
* multiplicity: 2
* DFT total energy: -28996.74133 eV
* gap between HOMO and LUMO (alpha / beta): 8.87 / 5.12 eV
* HOMO level (alpha / beta): -0.49979 / -0.49951 Ha
* total charge: +1

This record from the OMol25 dataset describes a structure of composition C41H55IInO6 at a distorted geometry. The level of theory is ωB97M-V/def2-TZVPD.

Last column: Löwdin charge in e.
Element x y z (Å)
C -4.0903 2.0669 -0.4589  -0.004
C -3.5435 2.4430 0.6910  -0.211
C -2.6474 2.7064 2.0297  -0.291
In -0.7267 1.5088 1.9310  0.737
C 0.4034 2.0247 -0.0072  -0.254
C -0.6133 2.4601 -1.2013  -0.236
C -1.0219 1.4152 -2.1510  -0.105
C -1.2984 -0.7194 1.9600  -0.272
C -2.8379 -0.8563 2.4284  -0.290
C -3.6131 -2.1587 1.8641  -0.223
C -4.3468 -1.9303 0.4395  -0.207
C -3.3483 -1.7145 -0.8107  -0.202
C -2.7072 -3.1026 -1.3907  -0.192
C -1.3909 -3.5939 -0.5939  -0.221
C 0.0122 -3.2597 -1.3194  -0.194
C 1.1800 -3.5301 -0.1924  -0.213
C 2.2572 -2.3253 -0.0983  -0.210
C 3.0009 -2.0555 -1.5283  -0.197
C 2.8004 -0.4541 -1.8270  -0.231
C 3.7683 0.0528 -3.0228  -0.241
C 5.0325 0.9308 -2.4432  -0.122
C 0.6616 1.8004 3.7008  -0.359
C 1.2698 3.2910 3.8616  -0.798
C 0.6600 4.3960 2.8560  -0.224
I 3.4599 3.2442 3.5333  0.639
H -4.4975 1.6472 -1.4554  0.036
H -3.3420 2.3685 2.9073  0.037
H -2.5173 3.8441 2.1303  0.017
H 0.9779 1.1028 -0.3934  0.008
H 1.1691 2.8803 0.1441  0.018
H -1.0154 3.5289 -1.3370  0.085
H -0.1860 0.8325 -2.7098  0.028
H -2.1382 1.2047 -2.3708  0.023
H -1.0716 -1.1099 0.9035  0.007
H -0.5810 -1.2682 2.7014  0.044
H -2.8186 -0.9691 3.5927  0.098
H -3.5001 0.0574 2.2097  0.075
H -4.4739 -2.3840 2.6340  0.081
H -2.9455 -3.1168 1.8910  0.107
H -4.9321 -2.9194 0.2189  0.100
H -5.1768 -1.1134 0.5158  0.113
H -2.5444 -0.8937 -0.6413  0.100
H -4.0101 -1.3073 -1.6855  0.103
H -3.4949 -3.9594 -1.3503  0.104
H -2.4254 -2.9258 -2.4946  0.070
H -1.3269 -3.1898 0.4787  0.069
H -1.4607 -4.7521 -0.5002  0.113
H 0.1120 -2.1792 -1.7012  0.106
H 0.1928 -4.0307 -2.1678  0.105
H 1.7605 -4.5211 -0.4003  0.107
H 0.7389 -3.6549 0.8737  0.102
H 3.0994 -2.5689 0.6602  0.106
H 1.7762 -1.3342 0.2720  0.105
H 2.5413 -2.6560 -2.3951  0.102
H 4.1350 -2.2909 -1.4923  0.107
H 1.7158 -0.2121 -2.1312  0.079
H 3.0039 0.1682 -0.8598  0.105
H 4.1225 -0.8753 -3.6219  0.094
H 3.1401 0.6987 -3.7634  0.101
H 4.9918 0.9358 -1.2940  0.074
H 6.0098 0.5028 -2.8752  0.067
H 4.8912 2.0241 -2.7942  0.047
H 1.5625 1.0813 3.5199  0.006
H 0.0970 1.4092 4.6313  0.036
H 1.0493 3.6191 4.9579  0.077
H 1.1882 4.3238 1.8364  0.046
H -0.4869 4.3909 2.8051  0.054
H 0.9541 5.4377 3.2992  0.076
C -4.8955 -2.7312 7.5909  0.016
C -5.1685 -2.7335 6.2850  0.027
C -5.4671 -1.4796 5.5620  -0.379
O -5.7181 -1.4809 4.3714  0.099
C -5.4498 -0.2237 6.3410  0.029
C -5.1767 -0.2216 7.6470  0.017
C -4.8783 -1.4753 8.3699  -0.392
O -4.6269 -1.4741 9.5625  0.091
H -4.6753 -3.6404 8.1363  0.119
H -5.1844 -3.6446 5.6996  0.124
H -5.6698 0.6856 5.7955  0.125
H -5.1607 0.6896 8.2323  0.120
C 6.4951 4.5969 -0.2802  0.037
C 7.6353 5.2201 0.0235  0.020
C 8.5611 5.6819 -1.0314  -0.393
O 9.6037 6.2494 -0.7550  0.091
C 8.1747 5.4284 -2.4353  0.015
C 7.0348 4.8054 -2.7392  0.027
C 6.1089 4.3436 -1.6840  -0.368
O 5.0675 3.7767 -1.9600  0.077
H 5.8054 4.2512 0.4801  0.118
H 7.9326 5.4141 1.0468  0.122
H 8.8642 5.7741 -3.1956  0.119
H 6.7374 4.6114 -3.7625  0.123
C -1.4630 -3.5428 -5.4200  0.027
C -1.3737 -4.1320 -6.6138  0.017
C -0.9625 -3.3742 -7.8140  -0.394
O -0.8825 -3.9114 -8.9053  0.088
C -0.6527 -1.9396 -7.6405  0.015
C -0.7419 -1.3501 -6.4468  0.029
C -1.1532 -2.1079 -5.2465  -0.372
O -1.2329 -1.5716 -4.1574  0.104
H -1.7634 -4.0827 -4.5304  0.116
H -1.5964 -5.1821 -6.7578  0.120
H -0.3523 -1.3998 -8.5300  0.119
H -0.5192 -0.2998 -6.3028  0.126

Properties
* LUMO energy: -0.03 eV
* molecular weight: 885.61 g mol⁻¹
* DFT total energy: -68954.44297 eV
* gap between HOMO and LUMO: 4.10 eV
* HOMO level: -0.15195 Ha
* total charge: -1

This record from the OMol25 dataset describes a structure of composition BrCu at a distorted geometry. The level of theory is ωB97M-V/def2-TZVPD.

Last column: Löwdin spin population.
Element x y z (Å)
Cu 0.4503 -0.0077 -0.9091  0.246
Br -0.4503 0.0077 0.9091  0.754

Properties
* LUMO energy (alpha / beta): -6.73 / -9.88 eV
* molecular weight: 143.45 g mol⁻¹
* multiplicity: 2
* DFT total energy: -114672.16843 eV
* gap between HOMO and LUMO (alpha / beta): 10.60 / 7.12 eV
* HOMO level (alpha / beta): -0.63690 / -0.62469 Ha
* total charge: +1

What did the second record say?
This record from the OMol25 dataset describes an isolated molecule of C15H14N4O at a distorted geometry. The level of theory is ωB97M-V/def2-TZVPD.

Last column: natural (NBO) charge in e.
Element x y z (Å)
C 3.3411 -1.5779 -4.1233  -0.621
C 3.0095 -0.2543 -3.2473  -0.058
O 1.7691 -0.7404 -2.5189  -0.512
C 1.4682 -0.0239 -1.3986  0.405
N 2.3225 0.9405 -0.8800  -0.492
C 1.7549 1.4367 0.2100  0.189
N 0.4583 0.8607 0.4190  -0.354
C 0.4107 -0.1550 -0.5648  0.034
C -0.6362 -1.1885 -0.7797  -0.234
N -1.1203 -1.7025 0.5137  -0.180
N -1.3889 -3.0816 0.5675  -0.240
C -2.2934 -3.0833 1.4688  -0.025
C -2.6572 -1.8436 2.0957  -0.325
C -1.7443 -0.9422 1.4866  0.117
C -1.5755 0.4380 1.8000  -0.011
C -2.4908 1.1336 2.6807  -0.175
C -2.3083 2.5375 2.9797  -0.206
C -1.4416 3.2902 2.3900  -0.210
C -0.5242 2.5933 1.5476  -0.197
C -0.5197 1.2523 1.3249  0.126
H 2.4289 -2.0038 -4.4622  0.217
H 3.9456 -2.2309 -3.5124  0.208
H 3.9567 -1.3889 -5.0285  0.203
H 2.8746 0.5456 -3.9390  0.181
H 3.8738 -0.0326 -2.6464  0.202
H 2.1771 2.2714 0.7927  0.211
H -0.1427 -1.9753 -1.3259  0.253
H -1.3819 -0.8348 -1.4067  0.205
H -2.8125 -3.8568 1.9699  0.199
H -3.3923 -1.7036 2.8530  0.224
H -3.2442 0.5974 3.2132  0.218
H -2.9913 3.1090 3.7167  0.214
H -1.3667 4.3080 2.6137  0.219
H 0.2409 3.3059 1.1904  0.217

Properties
* LUMO energy: 0.09 eV
* molecular weight: 266.30 g mol⁻¹
* structure (SMILES): CCOc1ncn2c1Cn1nccc1-c1ccccc1-2
* DFT total energy: -23786.94169 eV
* gap between HOMO and LUMO: 8.14 eV
* HOMO level: -0.29572 Ha